(1)
DFT (the ωB97M-V functional and the def2-TZVPD basis) results for C25H40AsBrF6N8O4SSi2Ta as an isolated structure.

Each line ends with the Löwdin charge.
Positions of all 89 atoms, in Å:
Ta (-0.45, -0.34, 0.04)  1.90
C (-2.31, -1.49, 3.99)  -0.15
Si (-0.92, -0.32, 3.59)  0.48
C (-1.62, 1.40, 3.42)  -0.15
C (0.34, -0.13, 4.96)  -0.16
N (-0.15, -0.99, 2.07)  -0.12
C (0.50, -2.16, 2.15)  -0.29
C (0.64, -2.94, 3.35)  -0.04
C (1.33, -4.11, 3.37)  -0.05
C (1.92, -4.60, 2.18)  -0.05
C (1.79, -3.93, 1.01)  -0.05
C (1.08, -2.70, 0.93)  -0.32
N (0.88, -2.00, -0.21)  -0.19
Si (1.30, -2.82, -1.78)  0.46
C (1.01, -1.78, -3.30)  -0.17
C (3.13, -3.29, -1.79)  -0.18
C (0.20, -4.32, -1.93)  -0.15
H (-2.74, -1.23, 4.96)  0.04
H (-2.03, -2.54, 4.02)  0.03
H (-3.10, -1.37, 3.25)  0.02
H (-2.22, 1.54, 4.33)  0.06
H (-2.28, 1.56, 2.58)  0.00
H (-0.84, 2.15, 3.43)  0.03
H (-0.22, 0.05, 5.89)  0.04
H (0.95, 0.76, 4.77)  0.01
H (1.03, -0.95, 5.14)  0.02
H (0.17, -2.59, 4.25)  0.07
H (1.41, -4.67, 4.29)  0.11
H (2.46, -5.54, 2.21)  0.11
H (2.22, -4.36, 0.12)  0.07
H (1.30, -0.73, -3.22)  0.02
H (-0.03, -1.83, -3.61)  0.02
H (1.62, -2.24, -4.08)  0.05
H (3.63, -2.79, -2.62)  0.03
H (3.25, -4.36, -1.93)  0.04
H (3.66, -3.02, -0.87)  0.01
H (-0.84, -3.99, -2.03)  0.04
H (0.26, -5.01, -1.09)  0.03
H (0.46, -4.86, -2.84)  0.04
C (-1.84, -2.06, 0.06)  -0.20
H (-2.28, -2.15, -0.93)  0.02
H (-2.65, -1.85, 0.76)  0.00
H (-1.39, -3.01, 0.34)  0.02
N (-0.91, 3.71, 0.70)  0.22
C (-0.08, 2.73, 1.08)  -0.49
O (-0.47, 1.54, 0.78)  -0.23
C (1.12, 3.01, 1.73)  -0.20
C (1.90, 1.97, 2.29)  -0.20
N (2.54, 1.13, 2.75)  0.18
C (1.50, 4.36, 1.93)  -0.23
N (1.80, 5.47, 2.02)  0.15
H (-1.85, 3.45, 0.43)  0.09
H (-0.76, 4.65, 1.03)  0.12
C (3.77, 1.44, -1.39)  -0.22
S (2.85, -0.02, -0.96)  0.93
C (3.81, -0.51, 0.46)  -0.23
O (1.53, 0.57, -0.44)  -0.63
H (4.78, 1.13, -1.65)  0.07
H (3.78, 2.12, -0.54)  0.07
H (3.30, 1.92, -2.26)  0.03
H (4.76, -0.88, 0.07)  0.07
H (3.28, -1.32, 0.96)  0.05
H (3.94, 0.32, 1.15)  0.03
Br (-2.12, 5.25, -2.54)  0.75
C (-2.27, 3.58, -3.41)  -0.65
C (-2.82, 3.51, -4.68)  -0.17
N (-2.99, 2.37, -5.33)  0.08
C (-2.62, 1.25, -4.72)  -0.06
C (-2.05, 1.22, -3.45)  -0.12
C (-1.86, 2.42, -2.78)  -0.08
C (-1.72, -0.09, -2.84)  -0.50
O (-2.12, -1.14, -3.26)  0.12
O (-0.84, -0.02, -1.82)  -0.24
H (-3.14, 4.42, -5.18)  0.10
H (-2.78, 0.32, -5.25)  0.13
H (-1.43, 2.44, -1.79)  0.08
F (-2.53, 0.41, 0.17)  -0.38
As (-4.34, 0.93, 0.25)  0.79
F (-3.69, 2.49, 0.68)  -0.23
F (-4.27, 0.46, 1.91)  -0.22
F (-5.95, 1.46, 0.36)  -0.20
F (-4.74, -0.68, -0.19)  -0.20
F (-4.19, 1.35, -1.40)  -0.19
N (2.03, 3.80, -2.92)  -0.07
N (0.99, 3.47, -2.00)  -0.05
H (2.62, 4.55, -2.56)  0.07
H (1.60, 4.14, -3.77)  0.06
H (0.78, 4.23, -1.36)  0.05
H (1.25, 2.65, -1.47)  0.02

The value obtained for the strongest force on any atom is 0.55 eV/Å. The spin multiplicity is 2. The value obtained for the total energy is -222021.81599 eV. The HOMO-LUMO gap (alpha / beta) comes out at 7.5 / 6.2 eV.


(2)
DFT (the ωB97M-V functional and the def2-TZVPD basis) results for a 9-piece molecular cluster, C36H54O27 overall.

Each line ends with the Löwdin charge.
Positions of all 117 atoms, in Å:
C (-3.77, -2.09, -1.38)  0.00
C (-3.63, -1.50, -2.77)  -0.30
C (-2.24, -1.42, -3.45)  -0.07
O (-2.43, -2.16, -4.64)  0.06
C (-3.66, -2.73, -4.66)  -0.59
O (-3.93, -3.54, -5.50)  0.17
O (-4.42, -2.32, -3.65)  0.10
H (-4.82, -2.04, -1.09)  0.10
H (-3.05, -1.57, -0.75)  0.07
H (-3.49, -3.15, -1.42)  0.08
H (-4.04, -0.49, -2.75)  0.14
H (-1.55, -1.99, -2.82)  0.12
H (-1.88, -0.40, -3.56)  0.12
C (-0.24, 1.96, -4.87)  -0.03
C (0.00, 3.14, -3.97)  -0.32
C (1.41, 3.71, -4.33)  -0.07
O (1.09, 5.01, -4.86)  0.05
C (-0.25, 5.26, -4.78)  -0.55
O (-0.81, 6.20, -5.25)  0.17
O (-0.90, 4.18, -4.27)  0.09
H (-1.25, 1.57, -4.76)  0.08
H (0.39, 1.10, -4.62)  0.09
H (-0.16, 2.15, -5.95)  0.10
H (0.21, 2.88, -2.93)  0.12
H (1.89, 3.19, -5.15)  0.13
H (2.01, 3.82, -3.43)  0.12
C (4.70, -5.04, -2.80)  -0.01
C (3.21, -5.13, -2.63)  -0.29
C (2.52, -3.94, -2.01)  -0.08
O (1.29, -3.85, -2.77)  0.03
C (1.44, -4.53, -3.93)  -0.61
O (0.59, -4.55, -4.76)  0.17
O (2.58, -5.20, -3.95)  0.09
H (4.92, -4.43, -3.68)  0.10
H (5.10, -6.01, -3.09)  0.09
H (5.07, -4.65, -1.85)  0.09
H (2.92, -6.11, -2.23)  0.15
H (3.01, -2.97, -1.98)  0.14
H (2.14, -4.16, -1.01)  0.12
C (-2.13, 3.53, 6.04)  -0.02
C (-0.92, 2.61, 6.26)  -0.30
C (-1.01, 1.76, 7.54)  -0.07
O (-0.78, 0.43, 7.06)  0.09
C (-0.70, 0.43, 5.72)  -0.56
O (-0.31, -0.48, 5.04)  0.16
O (-0.93, 1.65, 5.23)  0.06
H (-2.22, 3.84, 5.00)  0.08
H (-2.13, 4.44, 6.64)  0.09
H (-3.05, 2.99, 6.26)  0.08
H (0.02, 3.17, 6.33)  0.15
H (-1.96, 1.96, 8.03)  0.13
H (-0.19, 2.00, 8.21)  0.13
C (1.39, 4.46, 1.04)  0.00
C (2.50, 5.29, 1.69)  -0.33
C (3.46, 5.81, 0.63)  -0.12
O (3.05, 7.15, 0.46)  0.07
C (2.30, 7.55, 1.53)  -0.54
O (1.92, 8.65, 1.71)  0.19
O (1.94, 6.46, 2.26)  0.08
H (0.67, 4.04, 1.74)  0.08
H (1.89, 3.57, 0.65)  0.05
H (0.98, 5.01, 0.19)  0.11
H (3.05, 4.77, 2.48)  0.13
H (3.49, 5.11, -0.21)  0.14
H (4.51, 5.85, 0.96)  0.13
C (-4.34, 1.45, 3.39)  -0.01
C (-3.73, 2.16, 2.23)  -0.30
C (-2.21, 2.31, 2.18)  -0.10
O (-1.93, 2.23, 0.80)  0.06
C (-2.90, 1.48, 0.22)  -0.55
O (-2.91, 1.23, -0.95)  0.17
O (-3.99, 1.46, 1.00)  0.10
H (-4.43, 0.37, 3.21)  0.10
H (-5.39, 1.69, 3.57)  0.09
H (-3.80, 1.58, 4.33)  0.07
H (-4.12, 3.17, 2.07)  0.16
H (-1.75, 1.57, 2.85)  0.12
H (-1.81, 3.28, 2.47)  0.13
C (-0.50, -6.63, -1.63)  0.00
C (-1.72, -5.78, -1.98)  -0.29
C (-2.06, -5.78, -3.47)  -0.09
O (-3.38, -6.31, -3.54)  0.10
C (-3.77, -6.73, -2.33)  -0.57
O (-4.86, -7.12, -2.04)  0.15
O (-2.85, -6.45, -1.38)  0.07
H (0.36, -6.16, -2.11)  0.06
H (-0.58, -7.71, -1.63)  0.10
H (-0.20, -6.36, -0.61)  0.09
H (-1.77, -4.73, -1.72)  0.13
H (-1.32, -6.44, -3.94)  0.13
H (-1.89, -4.82, -3.96)  0.11
C (0.18, -2.46, 0.38)  0.01
C (-0.13, -1.02, 0.76)  -0.26
C (0.88, -0.24, 1.67)  -0.04
O (1.04, 1.02, 0.98)  0.02
C (0.58, 0.90, -0.30)  -0.56
O (0.87, 1.66, -1.18)  0.16
O (-0.14, -0.20, -0.40)  0.09
H (1.14, -2.64, -0.09)  0.05
H (-0.64, -2.90, -0.19)  0.07
H (0.18, -3.07, 1.29)  0.10
H (-1.16, -1.01, 1.13)  0.15
H (1.77, -0.86, 1.83)  0.10
H (0.43, -0.04, 2.63)  0.12
C (3.58, 2.20, 2.02)  -0.02
C (4.18, 0.84, 2.34)  -0.27
C (3.41, 0.03, 3.37)  -0.09
O (3.43, -1.28, 2.82)  0.04
C (3.72, -1.20, 1.48)  -0.60
O (3.57, -2.12, 0.73)  0.16
O (4.16, 0.00, 1.17)  0.13
H (4.29, 2.87, 1.53)  0.09
H (3.23, 2.66, 2.95)  0.09
H (2.72, 2.14, 1.35)  0.05
H (5.22, 1.00, 2.63)  0.15
H (2.47, 0.55, 3.58)  0.12
H (4.01, -0.04, 4.28)  0.14

The value obtained for the strongest force on any atom is 3.27 eV/Å. The spin multiplicity is 1. As for the structure (SMILES): C[C@H]1COC(=O)O1.C[C@H]1COC(=O)O1.C[C@H]1COC(=O)O1.C[C@H]1COC(=O)O1.C[C@H]1COC(=O)O1.C[C@H]1COC(=O)O1.C[C@H]1COC(=O)O1.C[C@H]1COC(=O)O1.C[C@H]1COC(=O)O1. The value obtained for the total energy is -93490.30737 eV. The HOMO-LUMO gap comes out at 10.0 eV.


(3)
DFT (the ωB97M-V functional and the def2-TZVPD basis) results for C16H23IrN3O5S as an isolated structure.

Each line ends with the Löwdin charge.
Positions of all 49 atoms, in Å:
Ir (0.72, 0.14, 0.20)  1.00
C (0.56, 2.30, 2.80)  -0.10
C (1.82, 1.48, 2.99)  -0.13
O (2.34, 0.97, 1.77)  -0.25
C (3.25, 1.78, 1.03)  -0.15
C (2.56, 2.89, 0.24)  -0.13
O (1.30, 2.44, -0.29)  -0.24
C (1.11, 2.62, -1.71)  -0.14
C (-0.38, 2.62, -2.00)  -0.10
O (-0.95, 1.37, -1.55)  -0.10
C (-2.16, 1.37, -0.93)  -0.07
C (-1.39, 2.08, 1.40)  -0.10
O (-0.38, 1.46, 2.09)  -0.13
H (0.75, 3.21, 2.21)  0.13
H (0.14, 2.58, 3.77)  0.15
H (1.59, 0.60, 3.59)  0.15
H (2.57, 2.08, 3.52)  0.15
H (3.73, 1.08, 0.35)  0.12
H (4.01, 2.21, 1.68)  0.15
H (3.23, 3.20, -0.57)  0.14
H (2.37, 3.76, 0.87)  0.13
H (1.61, 1.83, -2.26)  0.14
H (1.51, 3.59, -2.02)  0.15
H (-0.55, 2.71, -3.07)  0.15
H (-0.86, 3.46, -1.49)  0.14
H (-2.78, 0.54, -1.28)  0.18
H (-2.69, 2.32, -0.97)  0.17
H (-2.21, 2.42, 2.05)  0.17
H (-1.03, 2.90, 0.78)  0.15
N (2.31, -3.93, 0.17)  0.12
C (1.62, -2.80, 0.21)  -0.81
S (2.30, -1.43, -0.66)  0.65
N (0.50, -2.76, 0.86)  -0.03
N (-0.20, -1.63, 0.93)  -0.15
C (-1.31, -1.80, 1.62)  -0.04
C (-2.50, -1.03, 1.76)  -0.10
C (-3.51, -1.64, 2.55)  0.02
C (-4.76, -1.10, 2.72)  -0.02
C (-5.11, 0.09, 2.09)  -0.01
C (-4.16, 0.75, 1.34)  0.00
C (-2.90, 0.19, 1.20)  -0.14
O (-1.90, 1.02, 0.53)  -0.12
H (3.13, -4.02, -0.41)  0.11
H (1.97, -4.74, 0.67)  0.13
H (-1.32, -2.77, 2.10)  0.14
H (-3.27, -2.58, 3.02)  0.13
H (-5.49, -1.60, 3.35)  0.13
H (-6.11, 0.51, 2.19)  0.13
H (-4.41, 1.68, 0.85)  0.14

The value obtained for the strongest force on any atom is 1.93 eV/Å. The spin multiplicity is 2. As for the total charge: +2. The value obtained for the total energy is -45327.00997 eV. The HOMO-LUMO gap (alpha / beta) comes out at 7.2 / 7.0 eV.


(4)
DFT (the ωB97M-V functional and the def2-TZVPD basis) results for C6H11F8N6O16S8Sr as an isolated structure.

Each line ends with the Löwdin charge.
Positions of all 56 atoms, in Å:
Sr (7.28, 19.16, 0.93)  1.50
C (8.85, 18.81, 4.03)  -0.06
C (8.38, 18.56, 5.44)  -0.13
N (9.19, 19.31, 6.41)  -0.04
C (9.26, 20.67, 6.50)  0.03
C (10.12, 20.94, 7.50)  0.00
N (10.74, 19.76, 7.87)  -0.09
C (10.11, 18.77, 7.20)  0.00
C (11.82, 19.51, 8.82)  0.01
H (9.94, 18.73, 3.97)  0.09
H (8.62, 19.74, 3.51)  0.04
H (8.43, 18.01, 3.40)  0.08
H (8.51, 17.50, 5.68)  0.13
H (7.32, 18.73, 5.62)  0.12
H (8.55, 21.28, 5.95)  0.14
H (10.48, 21.86, 7.93)  0.14
H (10.22, 17.70, 7.25)  0.17
H (11.81, 20.38, 9.47)  0.10
H (12.80, 19.55, 8.35)  0.10
H (11.64, 18.57, 9.33)  0.10
N (5.84, 20.31, 2.49)  -0.44
S (4.63, 19.71, 3.51)  0.54
O (3.52, 20.51, 3.91)  -0.21
O (5.26, 18.90, 4.52)  -0.28
F (4.16, 18.65, 2.44)  -0.16
S (5.94, 21.66, 3.23)  0.43
O (6.33, 21.75, 4.62)  -0.28
O (5.09, 22.69, 2.70)  -0.24
F (7.37, 22.05, 2.59)  -0.21
N (9.70, 18.86, 1.03)  -0.45
S (10.89, 20.04, 1.17)  0.53
O (11.20, 20.71, -0.04)  -0.23
O (11.89, 19.79, 2.16)  -0.26
F (9.90, 21.09, 1.94)  -0.22
S (10.65, 17.73, 0.45)  0.49
O (11.33, 16.92, 1.43)  -0.27
O (11.26, 17.88, -0.85)  -0.24
F (9.41, 16.80, -0.04)  -0.21
N (7.20, 20.56, -1.09)  -0.43
S (8.07, 20.73, -2.34)  0.42
O (8.60, 22.03, -2.61)  -0.24
O (7.82, 19.73, -3.35)  -0.26
F (9.38, 20.03, -1.73)  -0.21
S (5.71, 20.96, -1.87)  0.58
O (4.87, 19.82, -2.08)  -0.25
O (5.59, 22.08, -2.74)  -0.23
F (5.02, 21.54, -0.52)  -0.21
N (6.45, 16.82, 0.54)  -0.45
S (6.07, 15.60, 1.44)  0.48
O (7.14, 14.72, 1.76)  -0.26
O (4.73, 15.06, 1.29)  -0.27
F (5.89, 16.49, 2.79)  -0.23
S (6.11, 16.19, -0.97)  0.54
O (4.92, 16.73, -1.53)  -0.24
O (6.42, 14.80, -1.19)  -0.25
F (7.27, 16.97, -1.77)  -0.18

The value obtained for the strongest force on any atom is 8.02 eV/Å. The spin multiplicity is 1. As for the total charge: -1. The value obtained for the total energy is -157358.63566 eV. The HOMO-LUMO gap comes out at 8.4 eV.